The following is a DFT calculation (ωB97M-V/def2-TZVPD) of a structure of composition C69H55IInN6P3Se2.

```
137
Properties=species:S:1:pos:R:3:forces:R:3:lowdin_charge:R:1
In 0.8825 0.4013 -0.5746 -0.54 -0.11 0.08 0.54
C 5.9302 -1.5590 3.1838 0.00 0.03 0.00 -0.03
C 4.8961 -0.6538 3.8072 -0.04 -0.07 -0.02 -0.24
C 4.9009 -0.5550 5.2022 -0.02 -0.01 0.01 -0.05
C 4.0373 0.2744 5.8955 0.02 -0.03 0.01 -0.09
C 3.1284 1.0465 5.1884 -0.04 -0.01 0.00 -0.09
C 3.0925 0.9444 3.8105 -0.04 0.00 0.02 -0.12
C 3.9512 0.1029 3.0929 0.07 0.09 0.00 -0.28
P 3.6034 0.2048 1.2776 0.06 -0.09 -0.06 1.11
C 4.9769 -0.6362 0.3876 0.02 0.05 0.01 -0.36
C 6.0578 0.0135 -0.2045 -0.03 -0.06 0.05 -0.12
C 7.0103 -0.6877 -0.9292 0.00 0.01 0.01 -0.08
C 6.8873 -2.0594 -1.0814 -0.01 0.00 0.00 -0.08
C 5.7978 -2.7116 -0.5254 0.00 0.00 -0.01 -0.05
C 4.8311 -2.0207 0.1965 -0.01 -0.05 -0.02 -0.30
C 3.6429 -2.7691 0.7399 0.26 0.12 -0.16 -0.07
C 3.8266 2.0076 1.0552 0.07 0.03 0.01 -0.35
C 4.9999 2.6358 1.4890 0.03 -0.06 -0.08 -0.10
C 5.2129 3.9879 1.3042 -0.02 -0.01 -0.01 -0.08
C 4.2268 4.7422 0.6795 0.02 0.00 0.01 -0.07
C 3.0345 4.1478 0.3133 -0.01 -0.04 -0.06 -0.05
C 2.7858 2.7830 0.5170 -0.05 0.04 -0.02 -0.33
C 1.3768 2.3034 0.2668 0.12 -0.02 0.03 -0.27
H 6.5910 -1.9427 3.9598 0.01 0.00 0.00 0.08
H 6.5401 -1.0404 2.4450 -0.01 0.02 0.01 0.08
H 5.4823 -2.4142 2.6790 0.02 0.01 0.03 0.07
H 5.6259 -1.1422 5.7541 -0.01 0.01 -0.01 0.11
H 4.0898 0.3297 6.9759 0.00 0.00 -0.01 0.10
H 2.4606 1.7292 5.7009 0.01 -0.02 -0.02 0.10
H 2.3911 1.5610 3.2584 -0.04 0.01 0.01 0.10
H 6.1545 1.0847 -0.1282 -0.02 0.13 0.07 0.09
H 7.8404 -0.1584 -1.3798 -0.01 0.00 0.01 0.10
H 7.6243 -2.6179 -1.6453 -0.01 0.01 0.01 0.10
H 5.6805 -3.7801 -0.6666 0.00 0.00 0.00 0.11
H 3.6948 -3.8249 0.4737 0.01 -0.03 0.00 0.10
H 2.7189 -2.3604 0.3277 0.50 0.04 -0.13 0.03
H 3.5653 -2.6949 1.8288 -0.02 0.01 -0.06 0.07
H 5.7523 2.0444 1.9981 0.04 -0.03 -0.04 0.11
H 6.1305 4.4498 1.6455 0.00 -0.01 -0.01 0.10
H 4.3753 5.8011 0.5071 0.00 -0.01 0.00 0.10
H 2.2506 4.7548 -0.1246 0.00 -0.01 0.01 0.11
H 0.8722 2.9903 -0.4155 -0.01 0.07 0.06 0.05
H 0.8141 2.3516 1.2043 0.02 -0.01 0.00 0.03
I 3.3217 0.6819 -2.5399 0.14 0.07 -0.04 1.17
C 2.9586 -1.3292 -2.9799 -0.06 0.00 0.06 -0.58
C 3.8845 -1.9254 -3.7859 -0.01 -0.06 -0.03 -0.16
C 3.6947 -3.2504 -4.2292 0.04 0.04 0.00 -0.08
C 2.5640 -3.9203 -3.8790 -0.03 -0.01 0.01 -0.04
C 1.5917 -3.3201 -3.0404 0.01 0.00 0.01 -0.16
C 0.4124 -4.0356 -2.7191 0.00 0.00 0.00 -0.04
C -0.5315 -3.4867 -1.9068 -0.02 0.01 0.02 -0.07
C -0.3027 -2.2156 -1.3382 0.03 -0.06 -0.01 -0.15
C 0.8243 -1.4779 -1.6048 0.11 -0.01 -0.08 -0.22
C 1.7840 -2.0050 -2.5232 0.06 -0.04 0.02 -0.23
H 4.7617 -1.3765 -4.1009 -0.01 -0.01 0.00 0.09
H 4.4389 -3.7108 -4.8659 0.00 0.01 0.00 0.11
H 2.3829 -4.9260 -4.2401 0.00 0.01 0.01 0.11
H 0.2775 -5.0244 -3.1426 0.01 0.01 0.01 0.11
H -1.4435 -4.0254 -1.6776 0.01 0.01 0.00 0.10
H -1.0419 -1.8223 -0.6475 0.01 0.00 0.01 0.05
Se -2.1135 3.2216 -6.8138 -0.06 0.03 -0.03 0.29
P -3.1331 2.6640 -5.0676 -0.04 -0.08 -0.04 0.51
C -4.3034 1.3217 -5.4236 0.07 -0.08 0.14 -0.37
C -3.8240 0.0137 -5.3559 -0.05 0.04 0.07 -0.09
C -4.6118 -1.0411 -5.7875 -0.03 -0.02 0.01 -0.08
C -5.8835 -0.7994 -6.2888 -0.01 -0.02 0.03 -0.09
C -6.3637 0.5011 -6.3632 0.01 0.03 0.02 -0.08
C -5.5734 1.5612 -5.9404 -0.01 0.00 -0.05 -0.09
C -4.0792 4.0716 -4.3901 -0.03 -0.02 0.11 -0.34
C -3.5294 5.3408 -4.5583 0.06 0.01 0.07 -0.11
C -4.2106 6.4669 -4.1212 0.05 -0.01 -0.02 -0.08
C -5.4630 6.3421 -3.5382 -0.05 -0.01 0.03 -0.09
C -6.0238 5.0846 -3.3741 0.03 0.02 0.01 -0.09
C -5.3287 3.9571 -3.7854 -0.01 0.02 -0.07 -0.10
C -2.0143 1.9932 -3.7903 0.17 0.09 0.03 -0.40
C -1.9962 1.5742 -2.4437 0.04 -0.15 0.01 -0.39
N -0.7193 1.2043 -2.1949 0.27 0.06 -0.18 -0.13
N -0.0041 1.3704 -3.2910 -0.15 0.03 -0.01 -0.06
N -0.7516 1.8414 -4.2528 -0.06 0.05 0.07 -0.02
P -3.0834 1.2716 -1.0472 -0.06 0.12 -0.13 0.65
Se -1.9256 0.8246 0.6833 -0.01 -0.05 0.13 0.49
C -4.2346 -0.0884 -1.4011 0.04 -0.04 0.00 -0.33
C -5.3494 0.0986 -2.2112 -0.02 -0.04 -0.01 -0.09
C -6.2188 -0.9490 -2.4696 0.05 -0.02 -0.03 -0.07
C -5.9692 -2.2025 -1.9299 -0.02 0.00 -0.01 -0.07
C -4.8595 -2.3988 -1.1210 0.02 0.01 0.01 -0.07
C -4.0002 -1.3445 -0.8479 0.00 -0.02 -0.03 -0.10
C -4.0586 2.7565 -0.7478 0.02 0.02 -0.09 -0.36
C -5.2996 2.6854 -0.1242 -0.01 0.00 0.03 -0.08
C -5.9370 3.8511 0.2754 -0.02 -0.01 -0.03 -0.07
C -5.3351 5.0818 0.0567 0.01 0.01 -0.03 -0.08
C -4.0993 5.1537 -0.5732 0.00 0.00 0.02 -0.08
C -3.4592 3.9939 -0.9752 -0.02 0.01 -0.02 -0.08
H -2.8265 -0.1744 -4.9762 -0.01 -0.01 -0.01 0.11
H -4.2313 -2.0534 -5.7330 0.00 0.02 0.00 0.11
H -6.4979 -1.6237 -6.6298 0.01 0.01 0.01 0.10
H -7.3489 0.6946 -6.7690 0.01 0.00 0.01 0.10
H -5.9381 2.5756 -6.0412 0.01 0.00 -0.01 0.11
H -2.5754 5.4334 -5.0627 -0.01 0.02 0.00 0.06
H -3.7702 7.4463 -4.2609 0.00 -0.01 0.00 0.11
H -6.0046 7.2240 -3.2178 0.01 -0.01 -0.01 0.11
H -7.0034 4.9763 -2.9260 0.01 0.00 0.01 0.11
H -5.7969 2.9941 -3.6735 -0.02 -0.22 0.08 0.08
H -5.5531 1.0662 -2.6334 -0.03 0.26 -0.13 0.09
H -7.0818 -0.7838 -3.1004 -0.01 0.00 -0.02 0.11
H -6.6443 -3.0246 -2.1342 0.01 0.02 0.01 0.11
H -4.6685 -3.3720 -0.6863 0.00 0.01 -0.01 0.11
H -3.1539 -1.4821 -0.1878 -0.03 -0.01 0.00 0.04
H -5.7592 1.7227 0.0654 0.01 0.02 0.00 0.11
H -6.9013 3.7967 0.7645 0.01 0.00 0.00 0.11
H -5.8341 5.9900 0.3714 0.01 -0.01 0.00 0.11
H -3.6374 6.1149 -0.7575 0.00 -0.01 0.00 0.11
H -2.4935 4.0442 -1.4651 -0.01 0.01 0.01 0.11
N 0.7044 -2.4693 6.5512 -0.06 -0.02 0.04 0.17
C 0.8131 -3.4412 7.5235 0.02 0.08 -0.01 -0.19
C 0.8813 -3.3812 8.9125 -0.01 -0.01 -0.01 -0.02
C 0.9900 -4.5866 9.5768 0.00 -0.02 0.00 -0.10
C 1.0306 -5.8087 8.8831 0.00 0.02 0.01 -0.09
C 0.9654 -5.8568 7.5060 0.00 -0.01 0.00 -0.02
C 0.8573 -4.6487 6.8165 0.01 -0.07 -0.06 -0.23
N 0.7842 -4.4097 5.4535 0.00 -0.03 0.06 0.18
C 0.6948 -3.1147 5.3422 0.02 0.06 -0.04 -0.28
C 0.6107 -2.3937 4.0654 0.02 -0.07 0.05 -0.12
C 0.2371 -1.0596 3.9900 0.02 0.08 0.01 0.00
C 0.2367 -0.4354 2.7569 0.07 0.04 0.00 -0.20
N 0.5679 -1.0490 1.6233 -0.08 -0.09 0.04 0.01
C 0.8895 -2.3439 1.6955 -0.43 0.02 0.10 -0.15
C 0.9256 -3.0510 2.8818 0.00 0.00 0.00 0.02
H 0.6989 -1.4761 6.6946 0.05 0.03 -0.01 0.15
H 0.8486 -2.4416 9.4495 0.00 -0.02 -0.01 0.11
H 1.0446 -4.5919 10.6579 0.00 0.00 -0.02 0.10
H 1.1156 -6.7287 9.4468 0.00 0.01 -0.01 0.10
H 0.9975 -6.7941 6.9659 0.00 0.02 0.01 0.11
H -0.0484 -0.4904 4.8652 0.00 -0.01 -0.02 0.11
H -0.0338 0.6120 2.6780 0.01 0.00 0.00 0.06
H 1.1371 -2.8273 0.7596 -0.40 -0.02 0.18 0.09
H 1.2060 -4.0951 2.9022 -0.01 0.01 0.00 0.12
```
Forces are in eV/Å.

Energy relative to the best compared isomer or geometry (same formula, charge and spin) in eV: 0.000
E_HOMO in eV: -7.3
Largest force on an atom in eV/A: 0.56
Total charge: 0
Energy in a.u.: -9305.7477
2S+1: 1
HOMO-LUMO gap in Eh: 0.2601
LUMO in Ha: -0.007